Entry 1:
Molecular formula: C20H58CuO18
Method: DFT, ωB97M-V with the def2-TZVPD basis set

## Properties
- ΔE to the lowest compared entry with this formula, charge and spin: 67.1 kcal/mol
- HOMO level (spin up / spin down): -0.2789 / -0.2783 Eh
- Total charge: 0
- Gap between HOMO and LUMO (spin up / spin down): 7.60 / 6.02 eV
- 2S+1: 2

The geometry in XYZ format:
```
97
Properties=species:S:1:pos:R:3:forces:R:3
Cu -3.402 -14.422 -22.426 -0.19 -1.64 0.58
C -1.420 -18.087 -24.313 -1.11 0.47 -0.59
C -2.563 -17.105 -24.489 -1.05 1.45 0.42
O -3.060 -16.458 -23.345 0.25 0.82 0.54
H -1.808 -18.888 -23.684 0.69 -0.10 0.11
H -0.506 -17.596 -23.975 -0.11 -0.21 0.37
H -1.260 -18.421 -25.338 0.33 -0.57 0.06
H -3.450 -17.499 -24.985 -0.28 -1.23 0.19
H -2.370 -16.434 -25.325 0.85 1.07 -0.07
C -4.535 -13.084 -18.678 1.29 -1.24 -0.42
C -5.152 -14.324 -19.394 -0.90 0.55 -0.86
O -4.695 -14.783 -20.639 0.71 0.20 -0.70
H -4.468 -12.201 -19.314 -0.57 0.00 -0.21
H -3.490 -13.275 -18.436 0.28 -0.12 0.37
H -5.061 -12.854 -17.751 -0.10 -0.01 -0.10
H -6.175 -13.957 -19.462 -0.82 -0.06 -0.52
H -5.291 -15.229 -18.803 0.44 0.45 1.15
C -0.475 -14.018 -23.008 1.62 0.25 0.48
C -0.494 -13.479 -21.543 -0.67 -2.59 -0.03
O -1.550 -14.217 -20.851 0.18 0.76 -0.83
O -1.692 -13.788 -23.649 -1.36 0.75 -0.11
H -0.224 -15.061 -23.200 -0.18 -0.53 1.39
H 0.352 -13.584 -23.571 0.05 0.97 0.06
H -0.664 -12.411 -21.404 0.18 0.04 -0.59
H 0.363 -13.848 -20.979 0.79 0.66 -0.67
H -1.549 -13.818 -19.978 -0.64 -0.27 0.31
H -1.720 -14.339 -24.435 -0.31 -0.27 -0.28
C -10.419 -13.388 -21.228 -1.08 -0.04 1.57
C -9.049 -13.798 -20.758 0.23 -0.73 -0.60
O -8.431 -14.056 -22.040 0.54 0.53 1.02
O -10.223 -12.109 -21.754 -0.17 0.83 -0.75
H -11.185 -13.314 -20.455 0.09 -0.01 0.23
H -10.826 -13.991 -22.040 0.25 -0.71 0.31
H -8.832 -14.627 -20.084 -0.94 -0.68 -0.22
H -8.580 -12.997 -20.187 -0.02 0.69 -0.46
H -7.824 -14.759 -21.798 0.73 -0.71 -0.72
H -9.620 -12.358 -22.458 0.36 0.80 -0.51
C -5.195 -14.220 -27.478 1.07 -0.24 0.25
C -4.023 -14.801 -28.260 -1.28 0.15 -0.80
O -4.645 -15.631 -29.243 0.28 -0.25 -0.15
O -5.632 -15.111 -26.472 -0.01 -0.14 0.52
H -6.076 -14.021 -28.088 0.46 0.49 -0.49
H -4.762 -13.332 -27.018 -0.62 0.19 0.37
H -3.342 -15.390 -27.645 -0.04 0.24 0.29
H -3.498 -13.965 -28.724 0.27 -0.07 -0.11
H -3.961 -16.025 -29.789 -0.02 -0.13 -0.10
H -5.813 -15.947 -26.908 -0.15 -0.23 0.09
C 0.860 -14.302 -27.735 1.68 -1.17 -0.22
C -0.302 -14.797 -26.971 -0.36 0.37 -0.10
O -1.362 -13.895 -26.857 -1.11 0.38 0.01
O 1.709 -13.545 -26.949 0.97 2.37 1.66
H 0.666 -13.767 -28.665 -0.43 -0.41 -0.18
H 1.496 -15.184 -27.811 -0.60 -0.73 -1.44
H 0.028 -14.985 -25.949 0.35 -0.97 -0.08
H -0.632 -15.659 -27.551 -0.45 -0.29 0.59
H -1.101 -13.204 -26.245 0.08 0.39 -0.16
H 2.615 -13.829 -27.086 -0.12 0.18 0.03
C -5.122 -12.798 -24.091 0.43 1.40 0.52
C -5.082 -12.014 -22.776 0.38 -0.15 -0.45
O -3.779 -12.225 -22.105 -1.30 0.37 -1.33
O -5.234 -14.142 -23.953 -0.23 -1.81 1.32
H -4.158 -12.635 -24.572 0.25 0.84 -0.32
H -5.921 -12.407 -24.721 -0.13 0.29 0.03
H -5.882 -12.184 -22.056 -0.05 -0.52 -0.21
H -5.236 -11.020 -23.197 0.63 0.63 0.65
H -3.630 -11.475 -21.525 0.11 -0.14 0.23
H -5.556 -14.489 -24.788 0.07 -0.86 -0.41
C -0.617 -10.341 -26.066 -0.04 -0.25 -1.00
C -2.155 -10.193 -25.900 0.85 -0.99 -2.35
O -2.352 -9.603 -24.698 -0.51 1.30 2.22
O -0.207 -10.851 -27.345 -1.06 -0.43 -0.11
H -0.384 -11.071 -25.291 0.57 0.21 0.36
H -0.041 -9.418 -26.006 -0.58 0.29 1.02
H -2.617 -11.180 -25.905 0.17 -0.56 -0.11
H -2.689 -9.668 -26.691 0.51 0.33 -0.42
H -3.192 -9.140 -24.734 0.05 0.07 0.29
H 0.750 -10.927 -27.363 0.04 -0.08 0.19
C -6.607 -18.548 -22.252 -1.78 -0.26 -2.94
C -6.537 -17.097 -22.672 1.07 -0.09 0.45
O -6.893 -16.343 -21.510 -0.84 0.02 -0.85
O -5.945 -18.816 -21.133 2.12 -0.35 2.48
H -6.177 -19.153 -23.050 -0.18 -0.21 -0.25
H -7.631 -18.866 -22.052 -0.72 0.13 -0.81
H -7.023 -16.831 -23.611 -0.94 -0.06 0.28
H -5.497 -16.858 -22.897 0.37 -0.14 0.10
H -6.089 -15.846 -21.343 0.93 1.03 0.95
H -6.237 -18.142 -20.515 0.39 0.10 0.74
C -3.457 -18.211 -18.576 -0.48 2.80 -2.17
C -2.585 -18.440 -19.871 -1.30 -1.19 0.94
O -1.933 -19.634 -19.595 1.82 -1.86 0.24
O -4.676 -17.565 -18.947 -1.04 -0.44 0.67
H -2.944 -17.537 -17.890 0.35 -0.39 0.39
H -3.818 -19.112 -18.081 0.61 -0.22 -0.23
H -1.800 -17.745 -20.171 -0.43 0.52 0.44
H -3.221 -18.690 -20.721 -0.50 1.02 -0.10
H -2.629 -20.264 -19.391 0.19 -0.25 -0.03
H -4.607 -16.728 -19.412 0.84 0.19 -0.35
```
Forces are in eV/Å.

Atomic partial charges in e from the Löwdin method, atoms 1 to 2: Cu 0.620; C -0.070

Entry 2:
Molecular formula: C5H6O
Method: DFT, ωB97M-V with the def2-TZVPD basis set

## Properties
- ΔE to the lowest compared entry with this formula, charge and spin: 157.7 kcal/mol
- HOMO level (spin up / spin down): -0.2959 / -0.3039 Eh
- Total charge: 0
- Gap between HOMO and LUMO (spin up / spin down): 8.28 / 8.58 eV

The geometry in XYZ format:
```
12
Properties=species:S:1:pos:R:3:forces:R:3
C -0.203 1.277 0.027 -1.41 1.41 -0.26
C -1.246 0.470 0.147 0.97 -0.82 -0.10
C 1.099 0.495 0.082 0.14 0.97 -0.78
C 0.838 -0.887 -0.374 -2.15 1.77 0.17
C -1.375 -0.948 0.276 4.07 -1.09 2.71
O -2.322 -0.221 -0.330 -2.97 1.94 -1.07
H -0.263 2.344 -0.287 0.20 -1.06 0.21
H 1.703 1.001 -0.685 0.09 -0.20 0.07
H 1.663 0.614 0.979 0.25 -0.21 0.95
H 0.897 -1.049 -1.394 0.05 -0.46 -1.83
H 0.742 -1.699 0.209 0.77 -2.70 2.14
H -1.533 -1.399 1.351 -0.01 0.43 -2.22
```
Forces are in eV/Å.

Atomic partial charges in e from the natural (NBO) method, atoms 1 to 2: C -0.290; C 0.239

Entry 3:
Molecular formula: C2H3N4
Method: DFT, ωB97M-V with the def2-TZVPD basis set

## Properties
- ΔE to the lowest compared entry with this formula, charge and spin: 5.3 kcal/mol
- HOMO level: -0.1551 Eh
- Total charge: -1
- Gap between HOMO and LUMO: 8.74 eV

The geometry in XYZ format:
```
9
Properties=species:S:1:pos:R:3:forces:R:3
C 0.070 0.166 0.173 -2.40 0.07 0.37
C 0.727 -1.058 -0.368 0.26 -0.57 3.44
N -1.171 0.071 0.804 2.48 -0.91 -0.73
N 0.273 1.420 -0.243 0.82 -1.34 0.47
N -1.607 1.300 0.804 -1.00 0.24 0.73
N -0.767 2.078 0.221 -0.31 2.33 -0.51
H 1.819 -1.141 -0.065 -1.29 -0.10 -0.59
H 0.088 -1.904 0.053 1.17 0.77 -0.72
H 0.567 -0.933 -1.379 0.26 -0.50 -2.46
```
Forces are in eV/Å.

Atomic partial charges in e from the natural (NBO) method, atoms 1 to 2: C 0.185; C -0.647

Entry 4:
Molecular formula: C8H15N4O2
Method: DFT, ωB97M-V with the def2-TZVPD basis set

## Properties
- ΔE to the lowest compared entry with this formula, charge and spin: 93.1 kcal/mol
- HOMO level (spin up / spin down): -0.3220 / -0.4738 Eh
- Total charge: +1
- Gap between HOMO and LUMO (spin up / spin down): 3.85 / 5.30 eV
- 2S+1: 3

The geometry in XYZ format:
```
29
Properties=species:S:1:pos:R:3:forces:R:3
C -0.329 0.409 -1.798 3.50 -0.74 -0.81
C 1.753 -1.103 -1.835 -0.59 -2.36 -0.37
C -2.689 0.824 0.697 -4.10 -0.91 -2.04
C 1.540 0.450 -0.045 0.94 3.35 -0.09
C -0.536 1.858 0.294 -3.19 -3.79 -0.68
C 1.562 -1.878 0.393 3.80 -2.11 2.14
C 0.238 -1.034 -1.827 1.49 1.72 0.58
C -1.207 0.779 2.474 -0.13 -2.46 2.20
N 0.124 0.796 -0.459 0.59 -0.02 0.41
N 1.992 -0.821 -0.466 -0.30 0.79 1.09
N -0.253 -1.742 -0.826 -4.70 -1.98 1.77
N -1.570 1.160 1.219 5.44 2.95 -2.19
O 0.517 -2.670 -0.142 -0.23 0.80 -1.68
O -1.417 -1.664 -0.383 1.58 -0.11 -1.09
H 0.084 1.033 -2.659 -0.34 -0.76 1.02
H -1.345 0.268 -1.957 -2.30 0.54 0.45
H 2.221 -2.077 -2.101 -0.43 0.74 -0.15
H 2.088 -0.288 -2.376 1.02 1.20 -1.55
H -2.701 1.159 -0.276 -1.11 0.48 -2.16
H -3.403 0.076 0.989 0.32 -0.18 0.61
H 2.172 1.346 -0.492 -0.62 -2.00 0.57
H 1.773 0.500 1.070 -1.16 0.21 -1.37
H 0.170 2.401 0.792 1.70 1.34 1.81
H -0.997 2.487 -0.453 -0.73 0.35 0.27
H 2.504 -2.597 0.412 -2.15 1.03 0.53
H 1.252 -1.547 1.437 0.60 -0.17 -1.40
H -0.110 0.764 2.527 -0.44 0.46 0.97
H -1.846 1.403 3.082 0.81 0.35 1.60
H -1.587 -0.290 2.709 0.75 1.28 -0.46
```
Forces are in eV/Å.

Atomic partial charges in e from the natural (NBO) method, atoms 1 to 2: C -0.265; C -0.277

Entry 5:
Molecular formula: C16H33NO4P2PdS
Method: DFT, ωB97M-V with the def2-TZVPD basis set

## Properties
- ΔE to the lowest compared entry with this formula, charge and spin: 0.0 kcal/mol
- HOMO level (spin up / spin down): -0.1477 / -0.2294 Eh
- Total charge: 0
- Gap between HOMO and LUMO (spin up / spin down): 4.40 / 4.19 eV
- 2S+1: 5

The geometry in XYZ format:
```
58
Properties=species:S:1:pos:R:3:forces:R:3
Pd 0.240 0.434 -0.437 0.49 0.33 0.36
P 2.827 -0.385 -1.281 -1.21 0.04 0.71
P -2.663 0.500 1.100 1.45 -1.25 -0.72
N -0.448 -0.017 -2.129 -0.06 -0.43 -0.25
H 2.370 -0.863 0.006 0.12 -0.02 0.46
C 3.518 -2.045 -1.596 0.18 0.00 -0.31
H 4.485 -1.967 -2.099 -0.08 -0.22 -0.12
H 2.805 -2.608 -2.211 0.25 0.09 0.02
H 3.640 -2.571 -0.642 0.06 0.14 -0.24
C 4.098 0.750 -0.644 0.13 0.11 -0.16
H 5.063 0.578 -1.134 -0.07 0.14 0.13
H 4.208 0.606 0.439 0.01 -0.03 -0.31
H 3.774 1.785 -0.817 0.16 -0.20 -0.08
C 2.425 0.197 -2.976 0.82 0.28 -1.33
H 3.332 0.238 -3.604 -0.10 0.02 -0.06
H 1.975 1.198 -2.963 0.08 -0.31 0.19
H 1.710 -0.487 -3.455 0.19 0.16 0.37
C -4.029 -0.529 1.681 -0.28 0.21 0.04
H -4.867 0.060 2.076 0.15 -0.17 -0.12
H -3.638 -1.204 2.454 -0.08 0.21 -0.18
H -4.376 -1.138 0.836 0.09 0.14 0.20
C -2.365 1.828 2.296 -0.26 0.21 0.17
H -3.277 2.057 2.862 0.20 0.03 -0.11
H -2.028 2.735 1.780 -0.03 -0.25 0.12
H -1.579 1.503 2.985 -0.14 0.03 -0.16
C -3.150 1.307 -0.453 -0.26 0.11 0.17
H -4.135 1.785 -0.342 0.23 -0.09 -0.05
H -3.189 0.565 -1.264 0.05 0.15 0.30
H -2.403 2.069 -0.723 -0.18 -0.31 0.11
C -1.014 0.305 -3.264 -0.59 0.33 -0.88
C -2.120 -0.611 -5.270 0.05 0.61 0.09
C -1.501 -0.800 -4.051 0.04 0.19 -0.14
C -1.192 1.638 -3.811 -0.02 -0.67 0.38
C -1.817 1.809 -5.033 -0.03 0.10 -0.27
C -2.276 0.705 -5.773 -0.04 -0.40 0.12
H -2.480 -1.474 -5.831 0.05 0.27 0.03
H -1.341 -1.785 -3.606 -0.12 0.26 -0.26
H -0.816 2.475 -3.223 -0.11 -0.11 -0.16
H -1.961 2.824 -5.440 0.12 -0.56 0.21
H -2.759 0.855 -6.739 0.13 0.02 0.26
C 1.962 -0.164 2.262 -1.98 1.26 -0.96
O 1.135 0.469 1.550 1.85 -1.19 1.70
C 2.417 -1.575 2.112 0.25 -1.05 0.01
H 2.498 -2.042 3.108 -0.03 0.24 -0.14
H 3.429 -1.595 1.668 -0.50 -0.11 0.24
H 1.733 -2.200 1.523 0.24 0.38 -0.08
C 2.460 0.482 3.509 0.19 0.39 0.13
H 2.164 -0.128 4.372 0.12 0.05 -0.10
H 2.059 1.488 3.602 0.07 0.04 0.01
H 3.553 0.513 3.480 -0.03 0.02 0.19
C -1.135 -0.347 5.284 0.05 -0.13 -0.03
S -0.737 -1.665 4.052 -0.53 -0.73 -0.07
O 0.403 -2.413 4.576 -0.22 0.53 -0.05
O -1.961 -2.404 3.733 0.57 0.69 0.35
O -1.438 -0.394 0.936 -1.48 0.78 0.55
H -0.919 -0.785 6.265 -0.07 0.10 -0.23
H -2.188 -0.068 5.184 0.27 -0.15 -0.09
H -0.478 0.507 5.081 -0.12 -0.29 0.06
```
Forces are in eV/Å.

Atomic partial charges in e from the natural (NBO) method, atoms 1 to 2: Pd 0.610; P 0.979

Entry 6:
Molecular formula: C9H15N3
Method: DFT, ωB97M-V with the def2-TZVPD basis set

## Properties
- ΔE to the lowest compared entry with this formula, charge and spin: 78.9 kcal/mol
- SMILES: [H]/N=C/c1c(C(C)(C)C)cnn1C
- HOMO level (spin up / spin down): -0.2968 / -0.2968 Eh
- Total charge: 0
- Gap between HOMO and LUMO (spin up / spin down): 8.39 / 8.39 eV

The geometry in XYZ format:
```
27
Properties=species:S:1:pos:R:3:forces:R:3
H -2.954 2.867 0.475 0.19 -1.40 -1.10
N -2.773 1.899 0.050 0.73 2.24 2.32
C -1.603 1.517 0.491 -2.65 1.43 -1.88
C -1.279 0.209 0.126 6.53 -5.02 -0.60
C 0.222 -0.541 -0.095 -5.33 2.32 0.66
C 1.608 0.063 -0.013 -0.27 -0.78 2.10
C 2.165 -0.261 -1.321 2.48 2.34 -1.71
C 2.336 -0.679 1.098 2.13 0.09 -3.09
C 1.734 1.544 0.229 -2.36 0.51 -2.85
C -0.183 -1.846 -0.472 0.88 2.58 1.36
N -1.496 -1.987 -0.343 -0.68 -1.05 -1.06
N -2.102 -0.841 -0.077 2.17 -0.75 0.10
C -3.519 -0.954 -0.002 0.06 1.95 -0.39
H -0.893 2.211 0.911 0.16 -0.19 0.49
H 3.189 0.163 -1.600 -1.10 -0.55 0.79
H 2.134 -1.261 -1.534 0.25 -2.68 -0.46
H 1.474 0.194 -1.976 -0.56 0.52 -1.41
H 2.049 -0.445 2.020 -1.49 1.48 3.89
H 2.121 -1.702 1.024 0.23 -1.72 -0.33
H 3.419 -0.460 1.041 -0.35 -0.38 -0.09
H 2.700 1.865 0.435 1.93 0.16 0.69
H 1.542 1.994 -0.817 -0.26 0.01 1.75
H 1.053 1.914 0.980 -0.06 0.21 0.10
H 0.513 -2.645 -0.754 -0.82 0.13 0.21
H -3.831 -1.393 -0.933 -0.63 0.04 -0.12
H -3.797 -1.482 0.847 -0.41 -1.63 1.35
H -3.830 0.057 0.208 -0.77 0.15 -0.70
```
Forces are in eV/Å.

Atomic partial charges in e from the natural (NBO) method, atoms 1 to 2: H 0.332; N -0.631

Entry 7:
Molecular formula: C3H12N2O3
Method: DFT, ωB97M-V with the def2-TZVPD basis set

## Properties
- ΔE to the lowest compared entry with this formula, charge and spin: 181.8 kcal/mol
- HOMO level: -0.3104 Eh
- Total charge: 0
- Gap between HOMO and LUMO: 8.97 eV

The geometry in XYZ format:
```
20
Properties=species:S:1:pos:R:3:forces:R:3
C 0.757 1.690 -0.386 -2.68 -1.12 -1.04
C 1.488 0.816 -1.391 0.04 0.27 -0.01
C -1.089 1.189 -0.594 2.01 1.42 -0.78
O 1.203 1.620 0.851 -0.28 -1.68 2.04
H 0.793 0.544 1.364 1.05 1.88 -0.83
H 0.613 2.722 -0.728 0.16 -0.07 -0.01
H 1.499 -0.222 -1.057 -0.02 -0.02 0.03
H 1.034 0.870 -2.379 -0.03 -0.01 -0.08
H 2.523 1.157 -1.462 0.02 -0.04 -0.01
H -1.211 1.684 -1.556 -0.15 0.16 -0.06
H -1.431 0.173 -0.819 0.16 -0.09 0.47
H -1.685 1.758 0.124 -0.09 -0.34 0.11
N -0.477 -2.373 0.274 -0.23 0.35 0.42
N -0.034 -0.461 1.517 -1.10 0.92 -1.44
O 0.502 -1.675 1.062 -0.51 -0.10 -0.21
O -1.280 -3.155 1.146 0.37 0.23 -0.15
H -2.145 -2.725 1.117 0.16 -0.02 -0.10
H 0.124 -3.058 -0.183 0.00 -0.02 0.16
H -0.550 -0.620 2.380 0.03 0.02 -0.17
H -0.633 0.064 0.722 1.07 -1.74 1.64
```
Forces are in eV/Å.

Atomic partial charges in e from the natural (NBO) method, atoms 1 to 2: C 0.250; C -0.665

Entry 8:
Molecular formula: CH16NO6
Method: DFT, ωB97M-V with the def2-TZVPD basis set

## Properties
- ΔE to the lowest compared entry with this formula, charge and spin: 14.2 kcal/mol
- HOMO level (spin up / spin down): -0.1510 / -0.3115 Eh
- Total charge: 0
- Gap between HOMO and LUMO (spin up / spin down): 4.15 / 8.52 eV
- 2S+1: 2

The geometry in XYZ format:
```
24
Properties=species:S:1:pos:R:3:forces:R:3
C -1.599 1.658 -0.560 -1.63 0.80 0.80
N -0.693 0.667 -0.683 -0.29 -0.26 -1.04
H -2.004 2.281 -1.343 0.59 -0.44 -0.55
H -2.109 1.869 0.373 0.40 -0.49 0.20
H -0.314 0.173 0.073 -0.14 -0.30 1.06
H -0.340 0.334 -1.555 -0.08 0.26 -0.26
H -0.042 0.233 3.481 -0.06 0.04 0.72
H 0.948 -0.923 3.030 -0.01 -0.34 0.68
O 0.540 -0.093 2.805 0.65 0.51 -0.93
H -1.713 -2.861 -1.928 0.97 -0.37 0.15
H -0.759 -2.185 -0.756 0.56 -0.51 -0.87
O -1.585 -2.222 -1.232 -1.81 0.70 0.58
H 1.575 2.368 -1.156 0.14 -0.37 0.27
H 0.753 3.183 -2.084 -0.24 0.18 0.08
O 0.678 2.695 -1.254 0.98 1.05 -0.79
H -1.183 -0.964 2.336 -0.06 -0.35 -0.17
H -1.877 -1.825 1.223 -0.23 -0.17 0.00
O -1.586 -0.945 1.466 -0.22 0.08 -0.06
H 2.852 0.756 0.561 0.36 -0.21 -0.64
H 1.674 0.206 1.141 -0.65 -0.32 -0.36
O 2.170 0.117 0.306 0.63 0.89 1.57
H 1.562 -1.592 -0.629 0.37 0.33 -0.04
H 1.885 -1.494 -2.125 0.06 -0.03 0.08
O 1.167 -1.435 -1.490 -0.31 -0.67 -0.48
```
Forces are in eV/Å.

Atomic partial charges in e from the natural (NBO) method, atoms 1 to 2: C -0.316; N -0.777